Molecular formula: C24H27N3O5
Method: DFT, ωB97M-V/def2-TZVPD

Output
SMILES: COc1ccc(CCNC(=O)CCN2C(=O)[C@@H]3Cc4ccccc4CN3C2=O)cc1OC
2S+1: 1
Total charge: 0

```
59
Properties=species:S:1:pos:R:3:forces:R:3:nbo_charge:R:1
C -1.211173 -3.350902 -2.071087 -0.0762 -0.0192 -0.2440 -0.25
O -0.709524 -3.058083 -0.791776 0.3110 0.1175 0.3614 -0.50
C 0.576829 -2.596828 -0.696303 -0.1362 -0.0448 0.0953 0.23
C 1.399199 -2.305242 -1.768360 -0.3345 -0.0852 0.0172 -0.28
C 2.690146 -1.837077 -1.561310 0.1650 0.0542 0.1867 -0.22
C 3.188770 -1.673862 -0.283650 0.0951 -0.1120 -0.2459 -0.01
C 4.582384 -1.151210 -0.064943 -0.0218 0.1498 0.1099 -0.42
C 4.584696 0.146178 0.766432 0.1768 -0.0290 -0.2532 -0.22
N 3.505999 1.027454 0.381060 0.0675 -0.1529 0.3759 -0.65
C 3.554295 1.753589 -0.749846 -0.5725 0.2853 0.0425 0.68
O 4.549149 1.872650 -1.435204 0.4048 -0.0657 -0.3068 -0.64
C 2.237557 2.439270 -1.120308 0.2517 0.0515 -0.0590 -0.51
C 1.507602 3.129244 0.043479 0.0852 0.0469 -0.0973 -0.23
N 0.250924 2.488828 0.377067 -0.0507 0.2274 -0.0513 -0.46
C 0.085431 1.393089 1.155681 -0.3325 0.1026 0.0362 0.72
O 0.960782 0.769798 1.717540 0.0684 -0.1816 0.1863 -0.63
C -1.400821 1.089503 1.157617 0.0142 -0.4744 -0.0070 -0.12
C -1.709361 -0.202138 0.394334 0.1178 0.1163 0.1812 -0.45
C -3.178572 -0.276289 0.087071 0.0173 0.0727 -0.0100 0.05
C -3.786421 -1.518768 -0.049793 -0.0838 0.0181 -0.0276 -0.21
C -5.128295 -1.617486 -0.362491 0.0121 -0.0805 0.0069 -0.21
C -5.881711 -0.466822 -0.533817 -0.0727 0.0705 -0.0290 -0.21
C -5.287253 0.771535 -0.388045 0.0707 -0.0226 0.0149 -0.19
C -3.935144 0.879685 -0.081922 -0.0009 -0.1057 0.0093 -0.06
C -3.340242 2.255346 0.086606 -0.1816 0.3453 -0.0646 -0.23
N -1.944350 2.207706 0.434173 -0.2223 -0.1743 0.1070 -0.43
C -0.984717 2.987626 -0.101259 0.0953 0.0743 0.1606 0.80
O -1.108621 3.943839 -0.820628 0.0080 0.2552 -0.2870 -0.61
C 2.361440 -1.962921 0.800450 -0.1700 -0.1400 -0.0100 -0.32
C 1.065045 -2.404075 0.614177 -0.1970 -0.0608 0.0145 0.34
O 0.178891 -2.673175 1.617995 0.0476 -0.0784 -0.4844 -0.51
C 0.572846 -2.385993 2.939516 0.1061 0.1004 0.2631 -0.26
H -2.205341 -3.766276 -1.913298 0.0457 0.0232 -0.0554 0.20
H -1.295507 -2.450319 -2.689597 0.0222 -0.0305 0.0103 0.17
H -0.590269 -4.088891 -2.588970 -0.0104 0.0370 0.0180 0.18
H 1.046448 -2.431024 -2.779664 -0.0911 -0.0373 -0.0773 0.22
H 3.307039 -1.601242 -2.415227 0.0965 0.0346 -0.0783 0.22
H 5.035527 -0.941706 -1.034103 0.0377 -0.0394 0.0196 0.22
H 5.194283 -1.897863 0.446412 0.0747 -0.0124 -0.0434 0.21
H 5.529780 0.670919 0.606942 -0.0611 -0.0779 0.1483 0.23
H 4.469149 -0.070776 1.829473 0.0452 0.0263 -0.0224 0.19
H 2.615704 0.861891 0.837301 0.0035 0.1480 -0.0731 0.43
H 2.462114 3.159481 -1.906815 0.0349 -0.0962 0.0389 0.24
H 1.590710 1.672257 -1.555045 -0.0224 0.0337 -0.0251 0.23
H 2.132492 3.144932 0.939875 -0.1083 0.0337 -0.0587 0.23
H 1.248856 4.153635 -0.233833 0.0676 -0.1422 0.0888 0.25
H -1.802412 1.035042 2.176081 0.1524 0.0202 -0.0292 0.22
H -1.390657 -1.075779 0.961962 0.0351 0.0354 -0.0358 0.26
H -1.145823 -0.196488 -0.545367 0.0967 -0.0150 0.0375 0.22
H -3.186961 -2.404964 0.093931 0.0874 -0.1301 0.0286 0.22
H -5.589648 -2.587946 -0.466896 -0.0419 -0.0908 -0.0047 0.21
H -6.931460 -0.535081 -0.776033 -0.0941 -0.0054 -0.0227 0.22
H -5.871239 1.671732 -0.514321 -0.0998 0.1067 -0.0125 0.21
H -3.431253 2.835036 -0.838037 -0.0059 -0.0432 0.1369 0.24
H -3.896365 2.790987 0.869893 0.0264 -0.0277 -0.1618 0.21
H 2.746038 -1.829078 1.797916 -0.0066 0.0342 0.1910 0.22
H 0.847443 -1.332228 3.046534 -0.0032 -0.0649 0.0045 0.20
H -0.296462 -2.604378 3.558451 0.0785 0.0092 0.0026 0.20
H 1.406821 -3.019839 3.257205 -0.0216 0.0099 -0.0161 0.17
```
Positions in Å, forces in eV/Å.

***

Molecular formula: C24H38BeBrClCsF6N2NaO6
Method: DFT, ωB97M-V/def2-TZVPD

Output
2S+1: 1
Total charge: 0

```
81
Properties=species:S:1:pos:R:3:forces:R:3:mulliken_charge:R:1
O -4.695151 -1.702665 -3.746445 0.1184 -0.0247 0.4252 -0.61
C -4.513998 -0.511822 -3.730356 -0.9221 -0.2043 -0.1271 -0.06
N -4.433613 0.318259 -4.834887 1.1504 -0.5644 0.5463 -0.13
C -3.683785 1.468442 -4.462788 -0.0614 0.7054 -0.6290 0.18
O -3.017079 2.065908 -5.244928 0.1188 0.0461 0.2790 -0.47
C -3.884679 1.641217 -2.963570 -0.1232 -0.6624 -0.2861 1.02
C -4.375012 0.386524 -2.543993 -0.5013 0.8158 2.4613 -0.16
C -4.671097 0.178639 -1.174961 -1.3881 2.8930 -0.1536 -0.89
C -4.427399 1.345898 -0.227746 -1.2462 -1.0113 -2.1231 -0.60
C -3.944475 2.572710 -0.746522 -0.6138 -1.6810 0.5389 -0.33
C -3.680303 2.726243 -2.122794 0.1431 -0.6391 -0.4769 -0.08
C -3.221635 4.072142 -2.651808 -0.3039 0.8833 0.9092 0.81
F -3.531580 4.249749 -3.930801 0.1223 -0.2767 -0.0972 -0.29
F -3.944958 4.982496 -1.931095 0.9212 -1.4283 0.3353 -0.31
C -1.713403 4.364766 -2.358029 -0.7535 -0.0756 -0.0568 0.13
F -1.211174 5.160684 -3.293123 0.1124 -0.1948 0.0412 -0.24
F -1.051779 3.157218 -2.365968 0.1800 0.1172 -0.0360 -0.29
H -4.081384 -0.142531 -5.668865 -0.3925 0.1739 -0.2479 0.34
H -5.084490 -0.807349 -0.823652 0.3958 1.0204 -0.4405 0.30
H -4.648553 1.217628 0.868136 0.2688 0.2969 -1.2325 0.41
H -3.791919 3.401839 -0.066861 -0.0402 0.0631 -0.0931 0.61
H -1.639838 4.824006 -1.369115 0.2699 0.0067 -0.0657 0.35
Cs -2.384718 -0.570916 -0.214227 3.9379 -1.5774 1.0309 1.09
C 1.317459 9.141881 2.787971 0.2253 0.1084 -0.1389 -1.07
C 0.829282 7.722429 2.595563 0.0504 0.2543 0.4374 -0.20
O 0.433447 7.486158 1.238224 -0.1069 -0.2527 0.0393 -0.35
C 1.443150 7.294091 0.385136 0.0020 0.4404 -0.0964 0.81
O 2.612876 7.287797 0.667651 -0.0339 -1.2874 0.4687 -0.48
O 0.934431 7.130547 -0.833848 -0.0612 -0.2409 0.0201 -0.29
C 1.922255 7.026912 -1.860427 0.1148 0.0378 -0.5020 -0.74
H 0.567556 9.852095 2.438126 -0.0575 -0.0279 0.0778 0.27
H 1.525521 9.331655 3.842909 -0.0711 -0.0424 0.0219 0.36
H 2.225870 9.320990 2.212335 -0.0304 -0.0528 -0.0545 0.31
H -0.060970 7.546889 3.200317 -0.1249 -0.0616 -0.2051 0.27
H 1.582321 6.994783 2.901569 0.0774 0.0164 -0.1642 0.30
H 2.656581 6.256253 -1.629596 0.0300 0.0833 0.1461 0.33
H 2.412377 7.988662 -1.996976 0.0996 -0.0225 0.2089 0.33
H 1.399715 6.749959 -2.774296 -0.1836 0.0176 0.1099 0.21
C 1.768721 -8.395572 0.550411 0.5560 0.5100 -0.3216 -1.17
C 0.500307 -8.220958 -0.258500 -0.6958 0.1665 0.7599 -0.51
C 0.828622 -7.770876 -1.665046 0.4081 -0.1467 -0.9034 -0.63
C 1.514061 -6.413616 -1.751189 -0.7742 0.0724 0.8594 -0.23
C 0.741935 -5.265574 -1.143356 0.2595 0.0351 -0.3483 0.59
C -0.610176 -5.026622 -1.771035 0.1549 -0.4455 0.0339 -1.15
H 2.326978 -7.458055 0.678232 -0.2934 0.0398 0.0574 0.26
H 1.534823 -8.768779 1.545501 0.0467 -0.1760 -0.0841 0.40
H 2.408457 -9.152829 -0.004999 -0.2698 -0.1190 0.5168 0.37
H -0.185371 -7.523786 0.239613 0.0033 0.1231 -0.1664 0.30
H -0.024852 -9.175198 -0.315994 0.1366 -0.0681 -0.0902 0.40
H -0.134475 -7.756782 -2.280172 -0.1328 -0.0482 -0.1170 0.10
H 1.469135 -8.522745 -2.139447 -0.0684 -0.1391 0.0368 0.61
H 1.703115 -6.196040 -2.862104 0.9916 0.5091 -0.3382 0.12
H 2.506240 -6.453556 -1.306660 0.2062 -0.1622 -0.5017 0.52
H 1.339301 -4.357188 -1.243993 0.0098 0.0069 0.1501 0.50
H 0.564071 -5.390833 -0.040921 0.4468 -0.1590 -0.6086 -0.62
H -0.546479 -4.796538 -2.865899 -0.0897 0.1537 0.0202 0.33
H -1.018485 -4.170341 -1.240738 -0.3873 0.2069 -0.3231 0.18
H -1.294657 -5.869356 -1.641227 -0.0648 0.0840 0.0688 0.39
F 2.897410 9.267731 -0.069270 0.0117 0.8960 -0.3766 -0.56
Na -6.412191 -1.756680 1.184881 -0.2783 -0.1003 0.0987 0.91
Cl -4.944211 7.031491 -2.571529 -0.7374 1.3170 -0.3570 -0.57
F 2.481141 -10.560865 -0.659365 0.0024 -0.0981 -0.5451 -0.75
Be 0.378849 -6.521184 -3.512361 -0.1794 -0.6045 1.1352 0.13
Br 0.314041 -4.649142 1.891383 -0.4753 0.5633 0.5315 -0.74
C 3.965272 -1.674750 4.957143 0.1736 -0.0840 -0.0078 -1.45
C 2.944500 -2.170812 3.935997 0.0184 0.3400 0.2577 0.43
C 2.821591 -1.273525 2.695804 -0.0115 -0.2855 -0.2196 -0.47
O 2.101564 -0.063928 2.893152 0.0776 0.0260 -0.0859 -0.34
C 2.843502 0.982695 3.491797 -0.2072 0.0939 0.0645 -0.69
N 1.655989 -2.355786 4.603244 -0.1259 0.0731 -0.2167 -0.69
H 3.584852 -0.843866 5.551516 -0.0390 0.0241 -0.0506 0.28
H 4.216573 -2.475482 5.652361 -0.0649 -0.0065 0.0072 0.36
H 4.889846 -1.355964 4.470361 -0.0094 0.0266 0.0085 0.34
H 3.283690 -3.149224 3.585094 -0.0876 0.0102 -0.1113 0.37
H 2.254753 -1.828148 1.943501 -0.0689 0.0011 0.0471 0.14
H 3.807506 -1.059338 2.261052 0.0294 0.0646 0.1059 0.41
H 3.890885 0.967858 3.178433 0.0070 -0.0414 0.0339 0.31
H 2.782640 0.935308 4.581485 0.1548 -0.0003 0.0091 0.24
H 2.400660 1.928354 3.177534 0.0020 -0.0231 -0.0584 0.23
H 1.018595 -2.787047 3.938986 -0.0362 -0.3003 0.0387 0.19
H 1.261428 -1.432637 4.766061 0.0779 0.0127 0.1197 0.31
```
Positions in Å, forces in eV/Å.

***

Molecular formula: C4H13NO2
Method: DFT, ωB97M-V/def2-TZVPD

Output
SMILES: C/C=C(/C)N.O.O
2S+1: 1
Total charge: 0

```
20
Properties=species:S:1:pos:R:3:forces:R:3:nbo_charge:R:1
C -0.033300 2.272581 -0.149029 0.4160 -1.3345 0.5639 -0.65
C 0.071220 0.891513 -0.820734 0.1194 0.2929 1.8347 -0.30
C 0.045090 -0.279513 -0.121366 -1.0096 1.5961 -1.0740 0.18
C 0.169788 -1.533398 -0.894238 0.8418 -0.6765 0.1482 -0.64
N -0.247967 -0.420145 1.235782 -0.5354 -1.1636 2.1003 -0.89
H -0.816338 2.355207 0.627075 0.0808 -0.2378 -0.4490 0.20
H -0.158859 3.105762 -0.845824 0.3340 -0.2282 0.1497 0.22
H 0.919420 2.276209 0.410722 -0.1726 1.0886 -0.1518 0.20
H 0.632427 0.877654 -1.741358 -0.4991 -0.1508 -0.4661 0.21
H 1.129829 -1.974204 -0.551221 -0.6370 -0.4842 -0.3709 0.22
H -0.705443 -2.181860 -0.699411 0.5580 0.0826 -0.1152 0.22
H 0.242729 -1.320875 -1.975162 -0.0958 -0.1472 0.6258 0.23
H -0.106484 0.296366 1.968984 -0.0645 -0.4867 -1.3302 0.40
H -0.443247 -1.369284 1.685389 0.5531 1.9197 -1.4517 0.40
O 3.238440 -0.381096 0.090104 -0.2508 1.5025 1.2357 -0.94
H 3.804646 0.420601 0.211401 -0.5007 -1.0480 -0.3205 0.47
H 2.489697 -0.169500 0.707366 0.7892 -0.4777 -0.9198 0.47
O -3.296087 -0.556805 0.271076 -0.1989 0.7973 -0.0759 -0.96
H -2.502846 -0.168506 0.688598 -0.4102 -0.1275 -0.3671 0.48
H -3.805380 0.189561 -0.114277 0.6822 -0.7168 0.4340 0.47
```
Positions in Å, forces in eV/Å.

***

no.,HOMO level (Eh),gap between HOMO and LUMO (eV)
1,-0.29803,8.67
2,-0.23877,0.94
3,-0.29068,8.51